Density functional theory data (ωB97M-V with the def2-TZVPD basis set) for 9 unconnected molecules or ions with the total composition C51H86F24N10O17S8 at a distorted geometry.

```
196
Properties=species:S:1:pos:R:3:forces:R:3:mulliken_charge:R:1
C 3.517 2.123 4.369 -0.084 0.160 0.560 -1.5838
C 2.251 1.542 3.779 -0.242 -0.576 -1.017 0.8447
C 1.232 2.631 3.538 -1.096 1.359 -0.555 -2.0049
O 0.182 2.269 2.614 1.705 -0.543 0.003 0.4648
C -0.638 3.323 2.262 -1.080 0.591 -0.175 -1.0946
N 2.610 0.893 2.432 -1.693 0.303 0.439 2.2684
H 3.458 0.301 2.411 0.575 0.577 0.240 0.2353
H 1.841 0.295 2.119 0.141 0.351 0.099 -1.1901
H 2.616 1.647 1.752 0.629 -0.337 -0.189 -0.0896
H 3.283 2.638 5.302 0.027 -0.265 0.161 0.5778
H 3.965 2.891 3.735 -0.186 -0.150 -0.297 0.3207
H 4.279 1.368 4.525 -0.057 0.104 0.163 0.2251
H 1.716 0.735 4.277 0.609 0.001 0.756 0.3895
H 1.707 3.547 3.161 0.324 -0.145 -0.313 0.6294
H 0.724 2.979 4.441 0.432 -0.465 0.387 0.8171
H -1.113 3.022 1.323 -0.361 0.042 0.260 0.0212
H -0.194 4.310 2.049 0.814 -0.324 0.091 0.3806
H -1.371 3.547 3.049 -0.163 -0.277 -0.134 0.3850
C -3.063 0.003 2.431 -1.152 0.664 -0.889 -1.7959
C -3.461 -0.612 1.061 0.689 -0.829 1.120 0.7109
C -3.486 0.383 -0.062 0.492 0.392 0.012 -0.5390
N -4.092 -0.147 -1.383 -0.106 0.844 2.838 0.7314
C -3.855 0.927 -2.417 -0.102 -1.503 -2.128 -0.7295
C -4.604 2.226 -2.221 -1.119 -0.677 1.642 -0.3771
C -6.100 1.921 -1.939 -0.699 1.398 0.197 -0.8851
C -6.355 0.915 -0.816 0.536 -0.329 -0.813 -0.5982
C -5.570 -0.355 -1.074 -0.367 -1.062 -0.911 -0.7635
C -3.425 -1.438 -1.672 0.292 -0.137 -1.512 -1.6689
H -3.917 0.615 2.731 0.282 0.343 0.285 0.5453
H -2.174 0.620 2.322 0.052 -0.016 0.181 -0.0931
H -2.935 -0.714 3.237 0.172 -0.236 -0.255 0.5590
H -4.421 -1.115 1.176 0.009 -0.082 0.050 0.3116
H -2.680 -1.350 0.864 -0.250 -0.155 -0.319 -0.4885
H -2.457 0.693 -0.260 -0.009 -0.088 -0.318 -0.0084
H -4.036 1.291 0.172 -0.086 -0.153 0.191 0.5074
H -2.790 0.976 -2.652 0.188 0.309 0.876 0.4257
H -4.198 0.427 -3.332 -0.441 0.258 -0.085 0.4568
H -4.275 2.705 -1.295 0.379 0.169 -0.176 0.1535
H -4.501 2.964 -3.010 0.239 -0.365 -0.317 0.5254
H -6.553 2.851 -1.583 0.168 0.136 -0.019 0.3832
H -6.728 1.735 -2.813 0.502 -0.574 -0.281 0.3464
H -6.132 1.368 0.148 -0.017 -0.174 0.094 0.2863
H -7.402 0.615 -0.829 -0.045 0.153 0.183 0.4011
H -5.703 -1.121 -0.311 0.601 0.439 0.496 0.4846
H -5.981 -0.934 -1.908 0.056 0.617 -0.535 0.5728
H -3.729 -1.804 -2.656 -0.186 0.270 -0.066 0.3170
H -3.682 -2.230 -0.977 -0.020 0.414 0.389 0.6716
H -2.348 -1.275 -1.706 -0.010 -0.093 0.301 0.4802
C -3.038 -4.265 5.816 0.265 0.451 0.440 -1.5784
C -3.387 -4.756 4.438 1.220 -0.873 -1.222 0.2411
C -2.138 -5.461 3.803 -1.587 0.455 0.181 -0.3782
N -2.495 -6.182 2.507 0.076 -0.455 -0.413 0.3731
C -1.109 -6.615 1.952 -0.707 -0.239 -1.140 -0.2195
C -1.143 -7.206 0.537 0.225 -0.276 0.698 -1.1883
C -1.822 -6.237 -0.404 0.205 -0.191 -0.147 -0.2693
C -3.177 -5.774 0.080 -0.164 0.745 1.063 -0.4830
C -3.275 -5.294 1.549 0.643 -0.237 -0.042 -0.4036
C -3.360 -7.412 2.760 0.981 1.079 0.928 -1.0349
H -2.162 -3.613 5.782 0.245 -0.327 0.038 0.2757
H -2.856 -5.138 6.444 0.229 0.196 0.190 0.4004
H -3.761 -3.626 6.324 -0.432 -0.257 -0.313 0.4717
H -3.608 -3.973 3.712 -0.614 0.208 0.441 0.1880
H -4.150 -5.535 4.451 -0.459 0.446 0.151 0.1982
H -1.742 -6.208 4.487 0.333 0.045 -0.127 0.5262
H -1.399 -4.722 3.506 0.219 -0.100 0.296 -0.2403
H -0.513 -5.713 1.830 0.015 0.099 0.719 -0.0718
H -0.673 -7.333 2.642 0.117 0.363 0.306 0.6397
H -0.087 -7.275 0.269 0.005 -0.084 -0.003 0.5366
H -1.489 -8.241 0.517 -0.400 0.129 -0.052 0.3755
H -1.113 -5.411 -0.502 -0.282 0.250 -0.227 -0.0092
H -1.990 -6.690 -1.382 0.314 0.081 -0.086 0.4806
H -3.462 -4.873 -0.469 -0.367 -0.325 -0.377 0.1295
H -3.909 -6.572 -0.044 -0.108 0.114 -0.275 0.4316
H -2.970 -4.260 1.714 0.570 -0.105 -0.297 0.1478
H -4.320 -5.298 1.854 0.052 -0.221 0.135 0.3734
H -2.876 -7.874 3.619 -0.033 -0.707 -0.352 0.3216
H -3.414 -8.007 1.857 0.038 -0.170 0.139 0.4499
H -4.332 -7.079 3.112 -0.096 -0.040 -0.322 0.4124
C -3.925 10.641 -3.434 -0.054 -0.420 0.281 -1.4255
C -3.074 9.805 -2.455 1.156 1.290 0.288 -0.2196
C -1.851 9.200 -3.149 -0.286 -0.581 -0.629 -0.6792
N -0.778 8.502 -2.328 0.389 0.358 1.519 0.2116
C -1.482 7.540 -1.364 1.597 -0.311 0.535 -0.9511
C -0.480 6.667 -0.578 0.497 0.186 -0.871 -0.5224
C 0.461 5.932 -1.522 -0.034 -1.853 -0.051 0.1322
C 1.142 6.816 -2.544 -0.565 1.638 -0.348 -1.0997
C 0.157 7.764 -3.259 -0.947 -1.144 0.439 -0.6631
C -0.032 9.486 -1.434 -1.281 0.635 -0.258 -0.9710
H -3.357 11.436 -3.913 0.142 -0.134 -0.068 0.3545
H -4.727 11.128 -2.881 0.001 -0.057 0.051 0.4023
H -4.399 10.013 -4.188 0.091 0.031 -0.113 0.3699
H -3.687 9.109 -1.887 0.093 -0.228 -0.198 0.3559
H -2.634 10.518 -1.749 -0.460 0.035 0.316 0.3022
H -1.305 9.939 -3.733 -0.201 0.151 -0.043 0.4013
H -2.218 8.426 -3.827 0.222 -0.007 -0.167 0.3591
H -2.130 6.887 -1.945 -0.161 0.184 -0.098 0.4428
H -2.013 8.122 -0.616 -0.388 0.194 -0.463 0.5200
H -1.113 5.988 -0.009 0.314 -0.134 0.195 0.2591
H 0.209 7.188 0.088 -0.753 0.507 0.366 0.3222
H -0.090 5.078 -1.936 -0.086 0.340 -0.713 0.0711
H 1.224 5.372 -0.975 0.089 0.383 0.301 0.1751
H 1.661 6.343 -3.378 0.018 -0.552 0.312 0.4476
H 1.888 7.464 -2.076 0.136 -0.229 0.205 0.3631
H -0.581 7.168 -3.802 0.434 -0.122 -0.495 0.4087
H 0.674 8.445 -3.931 -0.223 0.286 0.125 0.4730
H 0.374 10.331 -1.987 -0.033 -0.238 -0.378 0.3235
H 0.744 9.075 -0.799 -0.138 -0.478 -0.259 0.3966
H -0.856 9.856 -0.827 0.478 0.336 0.390 0.4302
C 1.581 0.004 -5.209 -0.375 -0.224 -0.688 -1.1442
N 1.884 -0.089 -6.674 -0.534 -0.103 0.645 0.1357
C 2.102 1.011 -7.394 0.942 -0.777 -1.157 -0.1342
C 2.554 0.844 -8.705 -0.047 0.871 0.545 -0.7914
C 2.669 -0.408 -9.276 0.186 0.532 -0.129 0.7220
C 2.307 -1.503 -8.507 0.115 -0.814 -0.208 -0.7144
C 1.913 -1.335 -7.204 0.630 0.816 -0.028 -0.0948
C 3.229 -0.491 -10.662 -1.015 -0.141 0.237 0.5903
C 4.223 -1.409 -10.959 -0.227 -0.005 -0.462 -0.6175
C 4.711 -1.475 -12.254 -0.487 0.043 1.548 -0.2614
N 4.186 -0.687 -13.196 0.344 -0.748 -1.453 0.0084
C 3.196 0.201 -12.967 -0.066 -1.100 1.008 -0.1149
C 2.673 0.295 -11.683 0.984 0.416 -0.706 -0.6604
C 4.716 -0.885 -14.598 -0.467 0.747 0.465 -0.8866
H 2.484 -0.204 -4.641 -0.068 0.072 0.112 0.4290
H 0.830 -0.768 -5.072 0.006 0.176 0.669 0.3532
H 1.172 0.992 -5.026 0.077 -0.066 0.280 0.3362
H 2.033 1.986 -6.938 -0.049 -0.108 0.260 0.4422
H 2.927 1.715 -9.228 -0.298 0.080 -0.078 0.4919
H 2.392 -2.506 -8.905 -0.140 -0.022 0.043 0.5214
H 1.719 -2.134 -6.504 -0.089 -0.131 -0.149 0.5020
H 4.559 -2.130 -10.226 0.269 0.191 0.073 0.5295
H 5.499 -2.193 -12.435 -0.006 0.192 -0.784 0.4475
H 2.756 0.698 -13.818 0.244 0.172 -0.041 0.3865
H 1.908 1.050 -11.568 -0.192 -0.246 0.463 0.4876
H 4.009 -0.399 -15.265 0.285 0.220 -0.090 0.2834
H 4.750 -1.929 -14.894 0.137 -0.100 0.460 0.3842
H 5.690 -0.405 -14.576 0.057 -0.111 -0.532 0.3740
C -3.182 -0.804 10.154 1.269 0.386 0.181 0.6722
F -2.053 -1.092 10.821 0.057 0.304 -0.008 -0.2528
F -3.293 -1.767 9.236 -0.757 0.216 -0.098 -0.2054
F -4.168 -0.861 11.051 -0.172 0.107 -0.726 -0.2157
S -2.981 0.961 9.392 0.078 -0.662 2.698 0.8876
O -4.315 1.336 8.962 1.303 -0.631 -0.668 -0.5627
O -2.463 1.710 10.511 0.210 -0.392 -0.865 -0.6443
N -1.736 0.639 8.301 -2.470 0.425 1.381 -0.3744
S -2.453 0.733 6.920 0.702 1.598 -3.289 1.1958
O -3.291 -0.367 6.494 0.576 -0.028 0.083 -0.6057
O -2.912 2.062 6.551 -0.174 -0.415 0.151 -0.7154
C -0.888 0.718 5.815 -0.814 -0.982 1.772 0.4215
F -0.014 1.686 6.126 -0.372 -0.033 -0.221 -0.2641
F -0.260 -0.449 5.981 0.485 -0.383 -0.283 -0.1865
F -1.223 0.814 4.527 0.026 0.302 -0.151 -0.0813
C 1.832 -5.751 5.262 1.727 -1.329 0.215 0.5991
F 2.570 -5.000 6.080 -0.464 0.443 -0.614 -0.2002
F 1.137 -6.580 6.034 -0.671 -0.004 0.076 -0.2609
F 0.993 -5.034 4.506 -0.298 0.660 0.393 -0.1342
S 2.850 -6.744 4.047 -0.661 0.212 1.469 0.9698
O 1.802 -7.520 3.439 -0.448 -0.470 -0.316 -0.6627
O 3.453 -5.734 3.211 0.182 -0.537 0.622 -0.5140
N 3.762 -7.647 5.139 -2.543 2.033 -0.951 -0.4246
S 4.988 -8.024 4.282 3.133 -0.267 -2.532 1.0415
O 4.600 -8.594 2.991 0.359 -0.341 1.131 -0.6606
O 5.969 -6.964 4.164 -0.031 -0.974 0.696 -0.6161
C 5.760 -9.412 5.344 -1.650 0.512 -0.743 0.5851
F 4.861 -10.397 5.465 -0.070 -0.056 0.173 -0.2334
F 6.813 -9.938 4.735 0.342 0.510 0.440 -0.1982
F 6.013 -8.935 6.561 0.623 -0.275 -0.275 -0.2083
C 4.833 -1.795 4.650 1.115 0.271 0.368 0.5463
F 4.043 -2.694 4.094 0.116 0.326 -0.125 -0.1574
F 4.120 -0.725 5.040 -0.464 -0.152 -0.164 -0.2136
F 5.397 -2.305 5.745 -0.177 -0.032 -0.549 -0.2050
S 6.259 -1.170 3.534 0.352 -1.238 -0.846 0.9732
O 7.201 -0.555 4.438 -1.144 -0.121 -0.504 -0.6144
O 6.700 -2.279 2.731 -0.653 0.534 0.720 -0.6119
N 5.448 -0.072 2.518 -0.304 -1.773 1.559 -0.3629
S 6.475 1.040 2.237 2.636 3.490 -1.083 0.9267
O 6.596 2.072 3.245 -0.491 -0.540 -0.063 -0.6378
O 7.710 0.653 1.592 -0.722 -0.329 0.326 -0.6660
C 5.681 2.061 0.875 -0.316 -0.127 0.581 0.4941
F 4.355 2.231 1.130 -0.351 0.045 -0.288 -0.3664
F 6.165 3.310 0.895 0.385 -0.557 -0.442 -0.2307
F 5.785 1.531 -0.339 0.112 0.295 0.077 -0.2170
C 0.646 -2.061 2.129 -1.098 -0.507 -1.292 0.1781
F 0.310 -3.324 2.331 0.223 -0.610 0.044 -0.2023
F -0.341 -1.328 2.633 0.230 0.636 0.263 0.1402
F 1.798 -1.794 2.676 0.260 0.184 0.289 -0.0747
S 0.684 -1.821 0.256 1.349 -0.251 0.756 0.5137
O 1.716 -2.711 -0.239 -1.110 1.019 0.426 -0.6637
O -0.657 -1.978 -0.237 -0.466 -0.261 0.169 -0.4885
N 1.096 -0.217 0.268 -1.444 -2.398 0.430 0.2099
S 1.602 0.137 -1.139 2.191 2.278 -0.698 0.6729
O 3.031 0.128 -1.209 0.059 0.555 -0.301 -0.7548
O 0.948 -0.415 -2.292 -1.156 0.020 -0.552 -0.6271
C 1.099 1.990 -1.021 1.083 -0.583 0.001 0.3282
F -0.218 2.155 -0.843 0.086 0.048 -0.020 -0.0726
F 1.777 2.536 -0.001 -0.599 -0.055 -0.017 -0.3255
F 1.461 2.718 -2.100 -0.292 -0.389 -0.306 -0.2542
```
Positions in Å, forces in eV/Å.

The net charge is +2. Its LUMO energy is -7.92 eV. The calculation puts the orbital gap at 1.494 eV. The value obtained for the largest force on an atom is 0.088 Eh/bohr.